DFT (wB97M-V/def2-TZVPD) results for a molecular structure, C19H25N6STe4Ti in a non-equilibrium geometry.

```
56
Properties=species:S:1:pos:R:3:forces:R:3
Ti 1.537943 -0.858208 -0.914579 0.5 -0.4 -1.2
N 2.598335 -4.537209 0.578688 0.0 0.0 0.4
C 2.324448 -3.202056 0.478744 0.8 0.6 1.1
S 3.469235 -2.239535 -0.452306 0.1 -0.1 0.3
N 1.347139 -2.703192 1.200935 -0.1 0.0 -0.2
N 1.047740 -1.398804 0.808346 0.9 0.1 1.2
C 0.909308 -0.366155 1.729511 0.0 -0.4 0.1
C 0.669638 -0.623057 3.159408 -0.2 -0.2 -0.1
C -0.105326 -1.714872 3.563878 -0.1 0.1 0.0
C -0.248068 -2.029986 4.904911 0.0 0.0 0.0
C 0.378337 -1.263365 5.879229 0.0 0.0 0.0
C 1.141498 -0.171084 5.492863 0.0 0.0 0.0
C 1.289059 0.142391 4.149855 0.0 0.0 0.0
C 1.221687 0.875663 1.202580 0.0 0.4 -0.1
C 0.845691 2.136365 1.794433 0.1 -0.3 -0.1
C 1.239789 3.298848 1.235797 0.2 0.1 -0.2
C 2.049500 3.283603 0.047634 -0.1 0.2 0.3
C 2.314771 2.095742 -0.535920 0.0 -0.4 0.0
N 1.898958 0.891587 -0.031173 -0.3 0.5 0.4
H 3.569204 -4.776103 0.461387 0.0 0.0 -0.1
H 2.144523 -4.989052 1.359725 -0.1 0.0 -0.1
H -0.590471 -2.322972 2.813339 0.0 0.0 0.0
H -0.853102 -2.881563 5.190923 0.0 0.0 0.0
H 0.289614 -1.527324 6.925566 0.0 0.0 0.0
H 1.646421 0.430099 6.239174 0.0 0.0 0.0
H 1.923735 0.970935 3.863891 0.0 0.0 0.0
H 0.212726 2.122146 2.671043 0.0 0.0 0.0
H 0.933513 4.243390 1.668096 0.0 0.0 0.0
H 2.415168 4.198382 -0.395999 0.0 0.0 0.0
H 2.876712 2.039507 -1.462154 0.0 0.0 0.0
Te 0.562888 -3.153481 -1.873009 -1.1 -1.3 -1.0
Te -0.457600 -5.131864 -3.324933 -0.2 0.1 0.0
Te 1.738952 -2.408623 -6.127987 0.1 0.0 0.1
Te 1.785483 -1.404803 -3.644603 0.3 0.5 -1.0
C -3.629606 -0.161040 -3.510371 0.0 0.0 0.0
C -2.603971 0.953236 -3.370081 0.0 0.0 0.0
N -2.240023 1.214800 -1.972667 -0.2 -0.1 0.0
C -1.874312 2.597164 -1.648755 0.1 0.0 -0.1
C -0.858773 3.291667 -2.557013 0.0 0.0 0.0
C -1.413106 0.213154 -1.390249 -0.1 -0.1 -0.1
C -2.087700 -0.725610 -0.452654 0.1 0.0 0.2
N -0.176164 0.114464 -1.683287 -0.7 0.9 0.3
H -4.010400 -0.186980 -4.531951 0.0 0.0 0.0
H -4.464652 0.003390 -2.827807 0.0 0.0 0.0
H -3.189716 -1.138039 -3.304455 0.0 0.0 0.0
H -3.013174 1.884320 -3.766554 0.0 0.0 0.0
H -1.721226 0.699905 -3.974345 0.0 0.1 0.0
H -1.501772 2.605470 -0.621219 0.0 0.0 0.0
H -2.801584 3.177617 -1.656640 0.0 0.0 0.0
H 0.118481 2.807150 -2.547009 0.0 0.0 0.0
H -0.704080 4.313502 -2.205454 0.0 0.0 0.0
H -1.207553 3.338262 -3.589067 0.0 0.0 0.0
H -2.823111 -1.311528 -1.007469 0.0 0.0 0.0
H -2.626220 -0.141832 0.296023 0.0 0.0 0.0
H -1.383521 -1.398211 0.028682 0.0 0.0 0.0
H 0.084755 0.823778 -2.364943 0.0 -0.1 -0.1
```
Positions in Å, forces in eV/Å.

Values from the calculation:
HOMO-LUMO gap (spin up / spin down): 5.18 / 4.95 eV
lowest unoccupied orbital energy (spin up / spin down): 2.0 / 1.8 eV
E: -3387.33208 Ha
charge: -1
maximum force: 1.97 eV/Å
2S+1: 1

=====

DFT (wB97M-V/def2-TZVPD) results for C19H25NO5 in the gas phase.

```
50
Properties=species:S:1:pos:R:3:forces:R:3
C 4.483543 1.215842 -1.540586 0.2 -0.1 -0.1
O 3.546164 1.750499 -0.639694 -0.3 0.1 0.2
C 2.761861 0.888447 0.069052 -0.1 -0.1 0.2
C 2.837681 -0.493459 -0.000247 0.3 0.1 -0.1
C 1.975349 -1.275643 0.760042 0.0 0.2 0.2
C 2.014651 -2.782438 0.635278 -0.1 -0.1 0.1
N 0.786900 -3.411434 0.183356 -0.1 -0.1 0.3
C 0.318031 -2.998558 -1.129009 -0.3 -0.1 0.0
C -0.247524 -1.597220 -1.203920 -0.2 -0.1 0.0
C 0.383474 -0.603736 -1.925958 -0.3 -0.1 0.0
C -0.122735 0.680802 -1.961653 -0.2 0.2 0.0
C -1.285138 0.981288 -1.274439 0.1 0.0 -0.2
O -1.762482 2.280078 -1.329054 0.3 -0.4 0.3
C -2.968891 2.429114 -2.054240 -0.3 0.0 -0.2
C -1.947186 -0.003029 -0.525925 -0.3 0.1 0.2
O -3.132548 0.299012 0.129004 0.3 -0.1 -0.5
C -3.021653 1.243210 1.180045 0.0 0.1 0.3
C -1.422153 -1.300128 -0.490477 0.2 0.2 -0.3
O -1.941363 -2.365110 0.184146 0.3 0.1 -0.2
C -3.100357 -2.257926 0.978798 -0.4 -0.1 0.2
C 1.059397 -0.672064 1.600158 0.1 0.0 0.0
C 0.977580 0.718151 1.672185 0.1 -0.2 -0.1
O 0.035122 1.218438 2.523425 0.2 -0.3 -0.1
C -0.062996 2.617606 2.651305 0.0 0.2 0.0
C 1.826181 1.496209 0.904959 0.0 0.2 0.0
H 5.233528 0.604606 -1.027884 0.0 0.0 0.0
H 4.973227 2.072979 -2.000626 0.0 -0.1 0.0
H 3.997432 0.617516 -2.318041 0.0 0.0 0.0
H 3.552463 -0.981434 -0.643751 0.1 0.0 -0.1
H 2.254495 -3.222815 1.608881 0.1 0.0 -0.1
H 2.803685 -3.068913 -0.067343 0.1 0.0 0.1
H 0.040734 -3.261541 0.853629 0.1 -0.1 0.0
H -0.463176 -3.710299 -1.415384 0.1 0.1 -0.1
H 1.151810 -3.094862 -1.829008 -0.1 0.0 -0.1
H 1.280788 -0.841701 -2.476606 0.1 0.0 0.0
H 0.365996 1.463348 -2.519883 0.0 0.1 -0.1
H -3.774297 1.820449 -1.634849 0.1 0.0 0.0
H -2.824526 2.154730 -3.104951 0.0 0.0 0.1
H -3.232130 3.483569 -1.986848 0.0 0.0 -0.1
H -2.319046 0.894723 1.943195 0.0 0.0 0.0
H -4.020476 1.325826 1.606852 0.0 0.0 0.0
H -2.695664 2.219684 0.815576 0.0 0.0 0.0
H -3.286432 -3.270691 1.338996 0.0 0.1 0.0
H -2.945244 -1.595735 1.834692 0.0 0.0 -0.1
H -3.959078 -1.910355 0.402387 0.1 -0.1 0.1
H 0.390988 -1.261093 2.209201 -0.1 -0.1 0.1
H -0.855897 2.795095 3.376846 0.1 0.0 -0.1
H -0.328136 3.087399 1.699292 0.0 0.0 0.0
H 0.871273 3.049341 3.023065 0.0 0.0 0.0
H 1.796755 2.572235 0.916031 0.0 0.2 0.0
```
Positions in Å, forces in eV/Å.

Values from the calculation:
HOMO-LUMO gap: 8.67 eV
lowest unoccupied orbital energy: 0.8 eV
E: -1169.87857 Ha
maximum force: 0.61 eV/Å
2S+1: 1
SMILES: COc1cc(CNCc2ccc(OC)c(OC)c2OC)cc(OC)c1

=====

DFT (wB97M-V/def2-TZVPD) results for a molecular structure, C19H26BN9OV.

```
57
Properties=species:S:1:pos:R:3:forces:R:3
V -0.982574 -0.830511 -0.743290 0.1 0.7 0.2
C -0.759850 1.382341 -3.632752 0.0 -0.1 -0.1
C 0.011431 1.602205 -2.383235 0.0 0.0 0.0
C 0.929528 2.598506 -2.135545 0.0 0.0 0.1
C 1.432531 2.351946 -0.865119 -0.1 0.0 0.0
N 0.871949 1.248389 -0.368779 0.0 -0.1 -0.1
N -0.037810 0.769989 -1.288294 0.0 0.0 0.2
B 1.210329 0.445925 0.904239 0.1 0.1 0.2
N -0.120299 0.209959 1.721702 0.0 -0.1 -0.2
C -0.453260 0.349851 2.999836 0.0 0.0 0.0
C -1.719016 -0.193586 3.242639 0.0 0.0 0.0
C -2.155341 -0.692433 2.045491 0.0 0.0 -0.1
C -3.419555 -1.389511 1.696727 0.0 0.0 0.0
N -1.180301 -0.440027 1.089338 0.1 0.0 -0.1
N 1.702600 -0.920390 0.423463 -0.1 -0.1 0.0
C 2.638116 -1.798327 0.818443 0.0 0.0 0.0
C 2.452967 -2.998017 0.157177 0.0 0.0 0.1
C 1.324603 -2.832919 -0.629163 0.0 0.0 0.0
C 0.714410 -3.810240 -1.568413 0.0 -0.1 0.0
N 0.850067 -1.562104 -0.443344 0.1 -0.1 -0.2
N 2.268850 1.220911 1.720957 -0.1 0.0 0.1
C 3.689335 1.192697 1.623080 0.0 0.1 0.0
C 4.179359 2.136268 2.456949 0.2 -0.1 -0.1
C 3.054978 2.750144 3.052582 -0.3 0.0 0.0
C 2.927222 3.824464 4.022140 0.2 -0.1 -0.1
N 1.881958 2.142382 2.540219 0.0 -0.1 0.0
H -0.169929 1.735075 -4.478511 0.0 0.0 0.0
H -1.687718 1.958277 -3.636840 0.0 0.0 0.0
H -0.968734 0.326659 -3.807597 0.0 0.0 0.0
H 1.208133 3.403718 -2.795936 0.0 0.0 0.0
H 2.158560 2.913568 -0.298880 0.0 0.0 0.0
H 0.212924 0.831816 3.696158 0.0 0.0 0.0
H -2.232938 -0.221103 4.190335 0.0 0.0 0.0
H -3.661226 -2.129672 2.460631 0.0 0.0 0.0
H -3.357314 -1.923959 0.744769 0.0 0.0 0.0
H -4.250510 -0.679903 1.657228 0.0 0.0 0.0
H 3.377824 -1.540523 1.560213 0.0 0.0 0.0
H 3.063164 -3.883051 0.236149 0.0 0.0 0.0
H 1.193481 -4.778217 -1.438383 0.0 0.0 0.0
H 0.870236 -3.495494 -2.602464 0.0 0.0 0.0
H -0.352132 -3.948378 -1.388047 0.0 0.0 0.0
H 4.182662 0.526300 0.934202 0.1 0.0 0.0
H 5.216055 2.380649 2.629249 0.0 0.0 0.0
H 3.887498 4.230080 4.328216 0.0 0.0 0.0
H 2.378726 3.451551 4.900103 0.0 0.1 0.0
H 2.291400 4.616922 3.601817 0.0 0.0 0.1
N -3.382661 -2.618139 -3.381043 -0.2 0.2 0.0
C -2.921728 -1.658233 -2.662125 0.4 -0.4 0.1
O -1.848081 -1.895174 -1.910973 -0.3 -0.1 0.2
C -3.416479 -0.267536 -2.526852 -0.1 0.0 -0.2
C -2.632071 0.359276 -1.392102 0.0 0.0 -0.1
H -2.941585 -3.535324 -3.398478 0.0 0.0 0.0
H -4.208301 -2.488949 -3.963473 0.0 0.0 0.0
H -4.495157 -0.265546 -2.323295 0.0 0.0 0.0
H -3.290179 0.250113 -3.481665 0.0 0.0 0.0
H -3.116700 0.171837 -0.424219 0.0 0.0 0.0
H -2.419447 1.415454 -1.485235 -0.1 0.0 0.0
```
Positions in Å, forces in eV/Å.

Values from the calculation:
HOMO-LUMO gap (spin up / spin down): 6.26 / 6.25 eV
lowest unoccupied orbital energy (spin up / spin down): -15.2 / -15.2 eV
E: -2274.99411 Ha
charge: +4
maximum force: 0.76 eV/Å
2S+1: 2

=====

DFT (wB97M-V/def2-TZVPD) results for 5 unconnected molecules or ions with the total composition C19H26Br8FN3O3S2 in a non-equilibrium geometry.

```
62
Properties=species:S:1:pos:R:3:forces:R:3
H 4.021519 -1.145950 -8.406266 0.0 0.4 0.1
N 3.920827 -0.258246 -7.896532 -0.8 -0.5 1.1
C 3.189906 -0.451173 -6.853885 0.7 0.6 -1.2
C 2.939860 0.778332 -5.922024 0.0 -0.8 0.6
C 1.590122 0.752498 -5.137506 -2.4 0.1 1.3
C 1.661685 1.080839 -3.637089 -2.7 -0.4 0.1
C 0.470842 1.072160 -2.815854 0.9 0.4 -2.0
S 0.472122 1.398519 -1.002644 -2.6 -2.4 2.9
C 1.900118 2.408037 -0.464557 0.8 0.6 -0.2
O 0.566666 0.073478 -0.338901 1.2 1.5 -1.5
O -0.787121 2.008058 -0.543769 2.0 0.7 -1.6
C -0.884471 0.782558 -3.427105 -0.7 -0.4 -1.1
N -2.106428 0.747951 -2.827538 0.8 0.0 -1.4
S -3.273133 0.395697 -3.966207 3.5 0.1 -0.3
N -2.271161 0.211606 -5.309088 1.3 0.7 1.4
C -0.991385 0.455943 -4.910825 0.8 0.4 1.8
C 0.292241 0.449702 -5.701634 0.8 0.1 -0.2
C 0.145677 0.059655 -7.235926 1.2 -0.1 0.8
C 0.298479 -1.524854 -7.270388 -0.8 0.4 0.9
O -0.088560 -2.147550 -6.334580 0.5 -0.1 -1.0
F 0.894668 -2.193160 -8.330823 -0.6 1.4 0.8
H 2.779346 -1.484956 -6.702920 0.1 1.1 0.7
H 3.116578 1.728075 -6.503926 -0.4 -1.1 0.4
H 3.761385 0.753123 -5.139778 -0.9 0.0 -0.8
H 2.648788 1.331805 -3.159442 -1.1 -0.4 -0.7
H 2.566331 1.744813 0.147909 -0.8 0.5 -0.7
H 1.540178 3.268568 0.164284 0.0 -1.1 -0.7
H 2.488405 2.850091 -1.315046 -0.7 -0.6 0.7
H -0.869433 0.397613 -7.566982 0.9 -0.6 0.0
H 0.969561 0.576457 -7.797668 -1.0 -0.6 0.2
Br 0.588368 -0.944554 5.693182 0.0 0.1 0.0
C 0.484821 -0.239657 3.875200 -0.3 0.0 0.0
C 0.835964 -1.291709 2.856541 0.1 0.1 -0.3
Br 2.761501 -1.581425 2.776934 0.0 0.0 0.1
H 1.136486 0.631063 3.836437 0.0 -0.1 0.0
H -0.550433 0.080929 3.754436 0.0 -0.1 0.0
H 0.555432 -0.964772 1.854109 0.0 0.1 0.1
H 0.377062 -2.257002 3.060335 0.0 0.1 0.1
Br -3.576854 0.570149 4.312552 -0.1 0.0 -0.1
C -4.237301 -0.973800 5.298041 0.0 0.2 0.2
C -3.127056 -1.961323 5.540894 -0.1 -0.3 0.0
Br -2.729963 -2.977171 3.925252 0.1 0.1 0.1
H -5.066815 -1.389177 4.729222 0.1 0.0 0.0
H -4.613928 -0.573700 6.239420 0.1 -0.1 0.0
H -3.424808 -2.705757 6.279437 -0.1 0.1 0.0
H -2.198461 -1.492195 5.860324 -0.1 0.0 -0.1
Br -5.494568 0.135937 -0.996097 0.0 0.0 -0.1
C -4.993287 1.014058 0.667327 0.1 -0.2 0.0
C -6.149499 1.782782 1.251558 0.1 0.2 0.1
Br -6.440719 3.458843 0.301292 -0.1 -0.1 0.0
H -4.127902 1.637266 0.448227 -0.1 0.0 0.0
H -4.692603 0.206398 1.334562 0.0 0.1 0.0
H -5.935042 2.073103 2.280162 0.1 -0.1 -0.1
H -7.088805 1.234220 1.221804 0.1 0.0 -0.1
Br 4.601909 0.823405 6.519668 -0.1 -0.1 0.0
C 3.978908 -0.735675 7.508615 0.0 0.2 0.1
C 5.094968 -1.723198 7.733736 0.0 -0.3 -0.1
Br 5.480021 -2.737785 6.116034 0.1 0.1 0.0
H 3.141498 -1.152520 6.950776 0.2 0.0 0.0
H 3.616490 -0.342602 8.458752 0.1 -0.1 0.0
H 4.803949 -2.468479 8.474084 0.0 0.1 0.0
H 6.027058 -1.255340 8.043896 -0.1 0.0 0.0
```
Positions in Å, forces in eV/Å.

Values from the calculation:
HOMO-LUMO gap: 7.93 eV
lowest unoccupied orbital energy: -1.5 eV
E: -22617.83051 Ha
maximum force: 4.57 eV/Å
2S+1: 1
SMILES: [H]/N=C/Cc1cc(S(C)(=O)=O)c2nsnc2c1CC(=O)F.BrCCBr.BrCCBr.BrCCBr.BrCCBr

=====

> The highest E belongs to which entry?

C19H25NO5

=====

> Which value of 2S+1 does entry 3 give?

2

=====

> The highest E belongs to which entry?

C19H25NO5